Molecular formula: C30H34N7O2S5Ti
Method: DFT, ωB97M-V/def2-TZVPD

```
! RIJCOSX wB97M-V def2-TZVPD def2/J DEFGRID3
* xyz 1 1
Ti 1.01911 -1.59622 1.57582
S 3.06360 -2.72359 2.66359
S 2.03561 0.49911 2.32434
S -1.32626 -0.27454 2.02277
S -1.15777 -2.32272 -0.40103
S 1.49413 -0.52101 -0.48162
O 2.15948 -5.17789 0.18859
O 1.48712 -3.05894 0.30715
N 4.40421 -3.36850 0.44673
N -3.10050 -0.86868 -1.44795
N 4.74906 -1.24824 1.25970
N -2.57215 1.24250 0.26386
N -0.24665 -1.32851 5.95869
N 0.67692 -1.35574 3.96732
N -0.09195 -3.46576 2.31522
C -3.30066 -1.83405 -2.53381
C -2.18387 -1.03211 -0.50268
C -1.25079 5.65910 -0.41736
C 2.74719 1.36117 0.98808
C 3.88606 2.63032 -1.20990
C -1.58422 3.46352 0.50657
C -2.74978 -1.29577 -3.83312
C 0.57126 4.08848 -0.35657
C 1.64273 -1.06073 4.91363
C -3.13808 1.51170 -1.06153
C -1.43642 -0.83403 -3.89864
C -1.73721 -0.29736 -6.22476
C 1.08306 -1.04010 6.14826
C 4.14317 -2.42737 1.33090
C 1.39921 -4.32519 0.60128
C -3.93890 0.32268 -1.50534
C -2.08073 4.71627 0.17583
C 0.07210 5.34381 -0.68531
C 3.58176 2.46726 1.17502
C -3.04245 -0.75821 -6.16380
C -0.25455 3.15076 0.24007
C -0.44620 -1.51043 4.64416
C -3.54821 -1.25229 -4.96811
C -0.93566 -0.33558 -5.09027
C -2.46274 2.41983 1.14438
C 4.15193 3.09169 0.08057
C 0.23933 -4.66190 1.51912
C 2.48052 0.90371 -0.29813
C -2.06850 0.06118 0.55039
C 3.04812 1.54684 -1.40154
H -0.95511 -1.38290 6.67045
H -0.60871 -4.94955 0.89715
H 2.66445 -0.88392 4.63620
H 3.78279 -4.17605 0.37922
H -4.37418 -2.01271 -2.62052
H -3.11560 4.96147 0.38748
H -3.76638 2.39675 -0.98534
H -3.67094 -0.73100 -7.04387
H 0.50566 -5.50879 2.14680
H -2.81806 -2.76544 -2.24803
H 4.33617 3.12049 -2.06309
H -1.41487 -1.73272 4.22955
H -4.82878 0.18259 -0.88456
H 1.60450 3.84085 -0.55831
H -2.05913 2.08794 2.09579
H 4.43878 -0.52709 1.89455
H 0.15836 -3.61183 3.28516
H -1.08420 -3.25825 2.27145
H -0.79833 -0.87617 -3.02217
H -1.34234 0.08992 -7.15447
H 5.27040 -0.96945 0.44327
H 0.71876 6.07737 -1.14860
H 3.77821 2.82200 2.17910
H 0.08650 0.01679 -5.13626
H -2.32796 1.72738 -1.76231
H 1.50317 -0.84967 7.11878
H 4.80529 3.94165 0.22714
H -1.63959 6.63650 -0.67017
H -4.25350 0.45890 -2.53920
H 4.99513 -3.17233 -0.34652
H 0.13632 2.17364 0.50648
H -4.57047 -1.61039 -4.92172
H -3.47373 2.79823 1.30463
H 2.83597 1.18137 -2.39865
*
```

Values from the calculation:
* frontier orbital gap: 6.23 eV
* ΔE to the lowest compared entry with this formula, charge and spin: 2.9 kJ/mol
* strongest force on any atom: 0.31 eV Å⁻¹
* HOMO energy: -9.788 eV

Population analysis type Mulliken, resulting atomic charges in e: number 1, Ti, carries 0.82; number 2, S, carries -0.31; number 3, S, carries -0.31; number 4, S, carries -0.44; number 5, S, carries -0.24; number 6, S, carries -0.24; number 7, O, carries -0.77; number 8, O, carries -0.31; number 9, N, carries -0.30; number 10, N, carries 0.15; number 11, N, carries -0.28; number 12, N, carries 0.09; number 13, N, carries -0.04; number 14, N, carries 0.54; number 15, N, carries -0.31; number 16, C, carries -1.50; number 17, C, carries 0.67; number 18, C, carries -0.62; number 19, C, carries 0.54; number 20, C, carries -0.74; number 21, C, carries 0.29; number 22, C, carries 0.63; number 23, C, carries -0.06; number 24, C, carries -0.63; number 25, C, carries -0.67; number 26, C, carries -0.12; number 27, C, carries -0.44; number 28, C, carries -0.66; number 29, C, carries 0.74; number 30, C, carries 0.73; number 31, C, carries -0.81; number 32, C, carries -0.52; number 33, C, carries -0.71; number 34, C, carries -0.63; number 35, C, carries -0.60; number 36, C, carries 0.67; number 37, C, carries -0.77; number 38, C, carries -0.36; number 39, C, carries -0.79; number 40, C, carries -1.32; number 41, C, carries -0.75; number 42, C, carries -0.89; number 43, C, carries 0.48; number 44, C, carries 0.15; number 45, C, carries -0.77; number 46, H, carries 0.24; number 47, H, carries 0.33; number 48, H, carries 0.45; number 49, H, carries 0.24; number 50, H, carries 0.43; number 51, H, carries 0.40; number 52, H, carries 0.54; number 53, H, carries 0.39; number 54, H, carries 0.40; number 55, H, carries 0.44; number 56, H, carries 0.38; number 57, H, carries 0.55; number 58, H, carries 0.32; number 59, H, carries 0.13; number 60, H, carries 0.44; number 61, H, carries 0.17; number 62, H, carries 0.34; number 63, H, carries 0.30; number 64, H, carries 0.59; number 65, H, carries 0.39; number 66, H, carries 0.22; number 67, H, carries 0.42; number 68, H, carries 0.48; number 69, H, carries 0.43; number 70, H, carries 0.31; number 71, H, carries 0.42; number 72, H, carries 0.37; number 73, H, carries 0.38; number 74, H, carries 0.46; number 75, H, carries 0.20; number 76, H, carries -0.11; number 77, H, carries 0.37; number 78, H, carries 0.48; number 79, H, carries 0.52

Molecular formula: C21H56O7
Method: DFT, ωB97M-V/def2-TZVPD

```
! RIJCOSX wB97M-V def2-TZVPD def2/J DEFGRID3
* xyz 0 1
O 15.22954 25.30854 -10.44209
O 10.51946 17.47406 -17.69049
O 24.07739 30.30664 -12.85479
O 8.85389 31.93397 -7.23398
O 11.72855 20.38320 -2.89439
O 10.78742 22.76251 -8.35829
O 22.36231 23.11334 -1.39455
C 10.10107 31.04858 -9.01434
C 9.02796 30.74417 -7.95653
C 9.89795 22.07275 -9.21487
C 16.82955 23.82074 -9.55805
C 20.84504 24.23834 0.15520
C 23.79404 30.10568 -15.22921
C 11.68134 19.38255 -18.23526
C 12.51043 19.27736 -2.66113
C 20.05003 22.69889 -1.75618
C 8.55152 22.71376 -9.11840
C 21.08000 23.75569 -1.26211
C 11.59505 18.08584 -2.93247
C 11.39170 17.98229 -18.65657
C 13.66768 19.35696 -3.70673
C 23.39090 28.26084 -13.67936
C 16.46701 24.72671 -10.72172
C 23.26296 29.74240 -13.83059
C 10.47735 21.98621 -10.63177
C 10.66049 17.93875 -20.01446
C 9.42868 29.68966 -6.94559
C 16.47233 24.11348 -12.10713
H 20.11175 21.87716 -1.04271
H 14.20840 20.28804 -3.87650
H 9.65888 18.36648 -19.97037
H 12.29968 17.38132 -18.70688
H 8.72180 29.57775 -6.12346
H 8.54790 23.70294 -9.57622
H 10.98084 17.14073 -16.91744
H 10.43862 30.18507 -9.58750
H 14.65606 24.64698 -10.04830
H 10.68642 22.95923 -11.07633
H 10.68456 18.11742 -2.33407
H 10.56028 16.89837 -20.32376
H 10.78525 19.97768 -18.05939
H 12.10850 19.35583 -17.23280
H 9.60186 28.72940 -7.43139
H 21.04755 24.60717 -1.94184
H 11.06911 20.46649 -2.20173
H 23.92835 31.25487 -12.87147
H 20.22059 22.38087 -2.78471
H 21.53313 24.95262 0.60734
H 20.80697 23.40653 0.85858
H 16.47226 24.94344 -12.81371
H 16.27785 22.88986 -9.42685
H 8.09917 30.50636 -8.47508
H 9.78815 31.79749 -9.74189
H 11.43995 21.48765 -10.74543
H 12.08815 17.14938 -2.67170
H 24.43999 27.97039 -13.73536
H 8.18620 31.74187 -6.57150
H 17.41009 23.56720 -12.20846
H 23.68110 31.17263 -15.42148
H 12.89520 19.32063 -1.64223
H 17.24610 25.48760 -10.67517
H 19.03935 23.09954 -1.67814
H 11.25149 18.42115 -20.79299
H 11.04229 31.39575 -8.58812
H 14.41438 18.57870 -3.54909
H 22.98805 27.96936 -12.70938
H 19.88220 24.73784 0.26258
H 23.16418 29.58183 -15.94821
H 9.80356 21.03476 -8.89584
H 22.87314 27.76920 -14.50296
H 8.28711 22.83933 -8.06843
H 11.17728 18.05708 -3.93882
H 22.23196 30.08554 -13.74465
H 9.83085 21.42192 -11.30388
H 10.60744 22.44883 -7.46902
H 24.83661 29.96373 -15.51381
H 12.43350 19.88432 -18.84400
H 17.82135 23.40308 -9.73124
H 7.73367 22.11916 -9.52541
H 22.21391 22.18564 -1.19722
H 13.16213 19.10282 -4.63836
H 15.68784 23.40529 -12.37389
H 10.34602 29.97823 -6.43244
H 16.75237 24.34411 -8.60504
*
```

Values from the calculation:
* frontier orbital gap: 10.57 eV
* ΔE to the lowest compared entry with this formula, charge and spin: 279.0 kJ/mol
* strongest force on any atom: 2.57 eV Å⁻¹
* HOMO energy: -10.082 eV

Population analysis type Mulliken, resulting atomic charges in e: number 1, O, carries -0.54; number 2, O, carries -0.56; number 3, O, carries -0.54; number 4, O, carries -0.54; number 5, O, carries -0.55; number 6, O, carries -0.55; number 7, O, carries -0.54; number 8, C, carries -1.34; number 9, C, carries 0.58; number 10, C, carries 0.57; number 11, C, carries -1.44; number 12, C, carries -1.23; number 13, C, carries -1.25; number 14, C, carries -1.20; number 15, C, carries 0.43; number 16, C, carries -1.29; number 17, C, carries -1.15; number 18, C, carries 0.48; number 19, C, carries -1.22; number 20, C, carries 0.48; number 21, C, carries -1.23; number 22, C, carries -1.31; number 23, C, carries 0.60; number 24, C, carries 0.52; number 25, C, carries -1.35; number 26, C, carries -1.26; number 27, C, carries -1.22; number 28, C, carries -1.19; number 29, H, carries 0.38; number 30, H, carries 0.33; number 31, H, carries 0.33; number 32, H, carries 0.25; number 33, H, carries 0.36; number 34, H, carries 0.29; number 35, H, carries 0.32; number 36, H, carries 0.38; number 37, H, carries 0.33; number 38, H, carries 0.33; number 39, H, carries 0.36; number 40, H, carries 0.31; number 41, H, carries 0.31; number 42, H, carries 0.32; number 43, H, carries 0.32; number 44, H, carries 0.25; number 45, H, carries 0.32; number 46, H, carries 0.32; number 47, H, carries 0.31; number 48, H, carries 0.33; number 49, H, carries 0.27; number 50, H, carries 0.30; number 51, H, carries 0.38; number 52, H, carries 0.18; number 53, H, carries 0.31; number 54, H, carries 0.33; number 55, H, carries 0.33; number 56, H, carries 0.34; number 57, H, carries 0.31; number 58, H, carries 0.33; number 59, H, carries 0.34; number 60, H, carries 0.26; number 61, H, carries 0.20; number 62, H, carries 0.35; number 63, H, carries 0.36; number 64, H, carries 0.34; number 65, H, carries 0.34; number 66, H, carries 0.31; number 67, H, carries 0.35; number 68, H, carries 0.34; number 69, H, carries 0.18; number 70, H, carries 0.38; number 71, H, carries 0.32; number 72, H, carries 0.32; number 73, H, carries 0.23; number 74, H, carries 0.36; number 75, H, carries 0.32; number 76, H, carries 0.32; number 77, H, carries 0.35; number 78, H, carries 0.37; number 79, H, carries 0.34; number 80, H, carries 0.34; number 81, H, carries 0.29; number 82, H, carries 0.29; number 83, H, carries 0.33; number 84, H, carries 0.36

Molecular formula: C34H24Cl2IrN2O6S5
Method: DFT, ωB97M-V/def2-TZVPD

```
! RIJCOSX wB97M-V def2-TZVPD def2/J DEFGRID3
* xyz 0 6
Ir -0.37642 1.97137 0.36780
Cl 4.78258 7.02844 0.89865
Cl 2.60296 3.86829 -2.86034
S -3.07352 -0.91112 5.39766
S -0.38237 1.02191 4.39442
S -2.85533 0.60423 7.86161
S -0.57843 2.26441 7.06590
S -1.99244 2.82303 9.65119
O 0.79534 3.08130 -0.76767
O -1.58916 0.89797 1.42853
O 1.15940 0.78408 1.44008
O 1.31681 -0.62403 -1.27022
O -2.55118 1.73788 -1.80453
O -0.23773 3.37554 1.88521
N -1.66666 -0.05325 -2.98643
N -0.59611 0.68064 -1.15491
C 0.22430 -4.55204 -2.49818
C 2.65159 5.43939 1.35855
C 0.70289 4.16964 1.98468
C -2.75770 -2.50347 1.52954
C -2.10630 -4.16033 -2.08242
C -1.71135 0.87540 -1.98223
C 1.00660 -0.46372 1.54972
C -2.19762 0.29158 6.29380
C 0.39825 -0.56058 -4.20556
C -1.92635 -2.80716 -2.35250
C -1.03404 -5.03507 -2.15404
C 1.68212 4.49108 0.98904
C 2.25349 -1.26134 1.79027
C 3.57693 5.86826 0.44937
C -2.74166 -1.12522 1.51595
C 3.55931 5.37977 -0.86186
C -1.52900 -0.42373 1.45260
C 1.38591 0.41852 -4.21950
C -1.80073 -1.94491 4.63652
C 2.61685 4.46115 -1.24100
C -0.43739 -0.83432 -2.96017
C -1.82161 1.96972 8.23533
C -0.67503 -2.32412 -2.71254
C -0.27631 -1.12793 1.48408
C 0.77860 -0.95189 -6.55714
C 0.23639 -0.25949 -1.68466
C 1.64707 3.96512 -0.33123
C 0.10201 -1.24423 -5.38210
C 2.06664 0.70743 -5.39544
C -1.54457 -3.20843 1.51076
C -1.11855 1.08039 5.87508
C 0.40314 -3.20650 -2.77824
C -0.34210 -2.53686 1.50327
C 1.76549 0.02542 -6.56548
H 4.29051 5.72735 -1.58041
H -1.54804 -4.29253 1.50105
H 1.06902 -5.22881 -2.55494
H 1.63673 0.95974 -3.31372
H -2.23077 0.06059 -3.81011
H -1.11689 -2.32048 5.39594
H 0.53896 -1.49196 -7.46554
H 1.38401 -2.83059 -3.04534
H -3.09085 -4.52600 -1.81286
H 2.65706 5.82961 2.36963
H 2.83860 1.46836 -5.39192
H -2.35700 -2.77652 4.20157
H 0.77562 4.70973 2.93133
H 3.08469 -0.57222 1.91435
H -3.69961 -3.03833 1.53746
H 0.57596 -3.11007 1.50003
H 2.16723 -1.89897 2.67328
H 2.44756 -1.89233 0.91883
H -1.17427 -6.08974 -1.94511
H -0.65570 -2.02221 -5.37426
H -1.27008 -1.41441 3.85322
H 2.30004 0.25092 -7.48040
H -2.76427 -2.12433 -2.28103
H -3.65348 -0.53897 1.51779
*
```

Values from the calculation:
* frontier orbital gap (spin up / spin down): 5.51 / 5.22 eV
* ΔE to the lowest compared entry with this formula, charge and spin: 21.1 kJ/mol
* strongest force on any atom: 1.42 eV Å⁻¹
* HOMO energy (spin up / spin down): -6.306 / -8.307 eV

Population analysis type Mulliken, resulting atomic charges in e: number 1, Ir, carries 1.89; number 2, Cl, carries -0.23; number 3, Cl, carries -0.16; number 4, S, carries -0.10; number 5, S, carries -0.21; number 6, S, carries -0.16; number 7, S, carries -0.12; number 8, S, carries -0.06; number 9, O, carries -0.93; number 10, O, carries -1.13; number 11, O, carries -0.72; number 12, O, carries -0.72; number 13, O, carries -0.72; number 14, O, carries -0.58; number 15, N, carries -0.04; number 16, N, carries -0.05; number 17, C, carries -0.93; number 18, C, carries -1.06; number 19, C, carries 0.00; number 20, C, carries -0.75; number 21, C, carries -0.85; number 22, C, carries 0.10; number 23, C, carries 0.69; number 24, C, carries -0.06; number 25, C, carries -0.30; number 26, C, carries -0.30; number 27, C, carries -0.43; number 28, C, carries 0.77; number 29, C, carries -1.89; number 30, C, carries 0.24; number 31, C, carries -0.75; number 32, C, carries -0.67; number 33, C, carries 1.54; number 34, C, carries -0.14; number 35, C, carries -0.08; number 36, C, carries 0.60; number 37, C, carries 3.84; number 38, C, carries 0.22; number 39, C, carries -0.83; number 40, C, carries 1.35; number 41, C, carries -0.88; number 42, C, carries -0.91; number 43, C, carries 0.13; number 44, C, carries -0.26; number 45, C, carries -0.79; number 46, C, carries -0.88; number 47, C, carries 0.23; number 48, C, carries -0.17; number 49, C, carries -1.29; number 50, C, carries -0.46; number 51, H, carries 0.46; number 52, H, carries 0.35; number 53, H, carries 0.42; number 54, H, carries 0.25; number 55, H, carries 0.29; number 56, H, carries 0.50; number 57, H, carries 0.39; number 58, H, carries 0.49; number 59, H, carries 0.41; number 60, H, carries 0.40; number 61, H, carries 0.40; number 62, H, carries 0.37; number 63, H, carries 0.39; number 64, H, carries 0.41; number 65, H, carries 0.41; number 66, H, carries 0.49; number 67, H, carries 0.42; number 68, H, carries 0.42; number 69, H, carries 0.42; number 70, H, carries 0.41; number 71, H, carries -0.43; number 72, H, carries 0.40; number 73, H, carries 0.42; number 74, H, carries 0.55